# C20H15CoF5N5OS3Se

A molecular structure, C20H15CoF5N5OS3Se (ωB97M-V/def2-TZVPD, OMol25).

Its orbital gap is 6.267 eV. The multiplicity is 1. The value obtained for the total energy is -6598.22403 a.u. Its charge is 0. The calculation puts the molecular weight at 670.5 g mol⁻¹. The relative energy (zero: lowest compared OMol25 entry of this formula, charge and spin) is 0.0 kcal per mole.

Geometry (Å):
Co 0.589 0.201 -0.404
S 2.755 0.707 -0.292
C 2.983 -0.736 -1.235
S 1.419 -1.272 -1.779
C 4.180 -1.354 -1.463
C 4.242 -2.547 -2.242
N 4.283 -3.503 -2.882
C 5.380 -0.819 -0.908
N 6.332 -0.369 -0.443
O 0.784 -1.083 1.073
C 1.485 -1.665 1.900
C 1.032 -2.968 2.468
C 0.069 -2.520 3.600
C 0.595 -1.434 4.562
C 0.741 -0.013 3.973
C 2.060 0.219 3.212
N 2.483 -1.037 2.569
H 1.871 -3.539 2.867
H 0.500 -3.557 1.724
H -0.208 -3.403 4.177
H -0.843 -2.151 3.122
H 1.545 -1.754 5.005
H -0.110 -1.383 5.393
H 0.663 0.724 4.773
H -0.101 0.170 3.300
H 2.865 0.516 3.883
H 1.958 0.994 2.455
H 2.967 -1.653 3.204
S -0.865 1.966 0.632
C -0.662 2.364 -0.964
N -1.339 3.310 -1.681
C -1.115 3.521 -2.997
C -0.176 2.795 -3.658
C 0.494 1.801 -2.922
N 0.256 1.613 -1.650
H -2.039 3.845 -1.187
H -1.719 4.285 -3.466
H 0.014 2.944 -4.708
H 1.239 1.148 -3.362
F -5.884 1.815 -3.510
C -4.923 1.165 -2.854
C -3.695 0.943 -3.448
F -3.461 1.386 -4.691
C -2.712 0.262 -2.752
F -1.561 0.030 -3.409
C -2.875 -0.190 -1.452
Se -1.509 -1.057 -0.445
C -4.129 0.039 -0.891
F -4.395 -0.359 0.354
C -5.141 0.697 -1.568
F -6.322 0.905 -0.985

***

# C21H29N3O3S

A single C21H29N3O3S molecule (ωB97M-V/def2-TZVPD, OMol25).

Its orbital gap is 8.476 eV. The multiplicity is 1. The value obtained for the total energy is -1605.79297 a.u. The structure (SMILES) is COc1ccc(C(=O)N[C@@H](C)c2nccs2)cc1OC1CCN(C(C)C)CC1. Its charge is 0. The calculation puts the molecular weight at 403.5 g mol⁻¹. The relative energy (zero: lowest compared OMol25 entry of this formula, charge and spin) is 52.6 kcal per mole.

Geometry (Å):
C -1.101 -4.619 -0.152
O -1.197 -3.231 -0.349
C -0.120 -2.457 -0.054
C 1.084 -2.922 0.451
C 2.128 -2.049 0.720
C 1.975 -0.692 0.487
C 3.025 0.322 0.769
O 2.765 1.495 0.966
N 4.297 -0.151 0.810
C 5.429 0.727 0.987
C 6.129 0.453 2.326
C 6.392 0.536 -0.138
N 6.454 -0.519 -0.868
C 7.446 -0.448 -1.787
C 8.177 0.694 -1.759
S 7.596 1.746 -0.527
C 0.758 -0.214 -0.005
C -0.290 -1.069 -0.284
O -1.497 -0.718 -0.786
C -1.839 0.654 -0.921
C -2.137 1.296 0.439
C -3.366 0.621 1.065
N -4.549 0.656 0.242
C -5.448 1.787 0.367
C -5.195 2.981 -0.566
C -6.892 1.302 0.196
C -4.295 0.094 -1.063
C -3.090 0.704 -1.800
H -2.063 -5.027 -0.460
H -0.309 -5.061 -0.766
H -0.925 -4.867 0.900
H 1.221 -3.973 0.647
H 3.039 -2.446 1.142
H 4.507 -1.077 0.474
H 5.038 1.752 0.986
H 5.418 0.586 3.137
H 6.957 1.143 2.464
H 6.508 -0.566 2.348
H 7.591 -1.274 -2.459
H 9.005 0.979 -2.374
H 0.678 0.850 -0.156
H -1.020 1.190 -1.425
H -2.314 2.362 0.294
H -1.282 1.180 1.107
H -3.587 1.076 2.033
H -3.119 -0.435 1.232
H -5.339 2.140 1.399
H -4.185 3.365 -0.450
H -5.352 2.701 -1.604
H -5.890 3.781 -0.322
H -7.588 2.088 0.480
H -7.092 1.027 -0.836
H -7.065 0.433 0.825
H -5.190 0.191 -1.678
H -4.089 -0.973 -0.923
H -3.281 1.741 -2.071
H -2.907 0.134 -2.712

***

# C11H15N

2 unconnected molecules or ions with the total composition C11H15N at a distorted geometry (ωB97M-V/def2-TZVPD, OMol25).

Its orbital gap is 8.798 eV. The multiplicity is 1. The value obtained for the total energy is -482.90036 a.u. The structure (SMILES) is Cc1c[nH]c2ccccc12.CC. Its charge is 0. The calculation puts the molecular weight at 161.2 g mol⁻¹. The relative energy (zero: lowest compared OMol25 entry of this formula, charge and spin) is 9.3 kcal per mole.

Geometry (Å):
C 2.122 -1.194 -0.491
C 1.204 -0.011 -0.560
C 1.580 1.272 -0.326
N 0.509 2.117 -0.568
C -0.519 1.369 -1.077
C -1.789 1.774 -1.500
C -2.605 0.817 -2.064
C -2.154 -0.500 -2.281
C -0.996 -0.927 -1.670
C -0.111 0.022 -1.139
H 2.962 -1.059 -1.175
H 1.629 -2.135 -0.736
H 2.568 -1.348 0.493
H 2.461 1.653 0.166
H 0.468 3.118 -0.640
H -2.071 2.817 -1.455
H -3.597 1.077 -2.416
H -2.733 -1.173 -2.897
H -0.593 -1.933 -1.710
C -0.280 -0.210 2.469
C 0.701 -1.231 3.063
H -0.742 0.400 3.248
H 0.269 0.394 1.755
H -1.126 -0.668 1.950
H 0.254 -1.793 3.881
H 1.593 -0.688 3.375
H 0.995 -1.959 2.307

***

# C4H7NO

A single C4H7NO molecule at a distorted geometry (ωB97M-V/def2-TZVPD, OMol25).

Its orbital gap is 11.550 eV. The multiplicity is 1. The value obtained for the total energy is -286.59323 a.u. The structure (SMILES) is N#CCCCO. Its charge is 0. The calculation puts the molecular weight at 85.1 g mol⁻¹. The relative energy (zero: lowest compared OMol25 entry of this formula, charge and spin) is 24.1 kcal per mole.

Geometry (Å):
N -0.298 -0.728 2.586
C 0.348 -0.290 1.732
C 1.088 0.278 0.599
C 0.596 -0.282 -0.743
C -0.929 -0.199 -0.882
O -1.435 1.044 -0.432
H 0.933 1.361 0.616
H 2.158 0.091 0.737
H 1.073 0.306 -1.535
H 0.922 -1.322 -0.862
H -1.202 -0.293 -1.938
H -1.400 -1.032 -0.343
H -1.670 0.945 0.502